P.
Here is a gas-phase ion, C2H4NS (charge +1) from the Open Molecules 2025 dataset. Energies are from wB97M-V/def2-TZVPD.

Calculated values
frontier orbital gap (spin up / spin down)	8.50 / 8.49	eV
LUMO level (spin up / spin down)	-4.7 / -4.7	eV
total charge	+1
SMILES	[NH3+]C#CS

Last column: Mulliken charge in e.
CARTESIAN COORDINATES (ANGSTROEM)
C (0.227, 0.085, -0.018)  -0.08
C (-0.889, -0.925, -0.454)  0.05
N (1.079, 1.084, 0.447)  -0.27
S (-1.690, -2.106, -1.257)  -0.08
H (1.343, 0.933, 1.437)  0.39
H (0.716, 2.047, 0.341)  0.38
H (1.943, 1.010, -0.115)  0.40
H (-2.730, -2.128, -0.382)  0.21

=====

Q.
Here is 2 unconnected molecules or ions with the total composition C2H4NS from the Open Molecules 2025 dataset. Energies are from wB97M-V/def2-TZVPD.

Calculated values
frontier orbital gap (spin up / spin down)	9.00 / 6.78	eV
LUMO level (spin up / spin down)	-5.7 / -7.9	eV
total charge	+1

Last column: Mulliken charge in e.
CARTESIAN COORDINATES (ANGSTROEM)
C (0.398, -0.537, -0.708)  -0.12
C (0.182, 0.696, 0.026)  0.02
N (-0.413, -0.498, 0.550)  -0.27
S (2.002, -0.014, 0.104)  0.00
H (0.123, -0.710, -1.715)  0.38
H (-0.843, 2.720, -0.245)  0.32
H (-1.437, -0.538, 0.559)  0.32
H (-0.012, -1.118, 1.430)  0.35

=====

Stability, lowest: Q

=====

P.
Here is a molecular structure, C33H35N5O2RbSTe from the Open Molecules 2025 dataset. Energies are from wB97M-V/def2-TZVPD.

Calculated values
frontier orbital gap	8.34	eV
LUMO level	-2.0	eV
total charge	+1

Last column: Mulliken charge in e.
CARTESIAN COORDINATES (ANGSTROEM)
Rb (0.478, 0.650, -0.788)  1.15
C (3.303, 3.411, -2.155)  -1.44
C (2.383, 3.487, -0.968)  1.01
C (1.156, 4.134, -1.052)  -0.72
C (0.282, 4.185, 0.031)  0.82
C (-1.041, 4.891, -0.079)  -1.60
C (0.666, 3.578, 1.222)  -0.61
C (1.891, 2.924, 1.345)  0.62
C (2.288, 2.263, 2.638)  -1.45
C (2.735, 2.883, 0.240)  -0.69
H (3.142, 2.488, -2.718)  0.16
H (4.347, 3.426, -1.844)  0.40
H (3.138, 4.245, -2.836)  0.40
H (0.880, 4.626, -1.979)  0.42
H (-1.699, 4.392, -0.795)  0.21
H (-0.912, 5.919, -0.421)  0.47
H (-1.559, 4.909, 0.879)  0.35
H (0.005, 3.633, 2.081)  0.34
H (3.350, 2.405, 2.839)  0.41
H (2.103, 1.186, 2.610)  0.16
H (1.726, 2.670, 3.478)  0.39
H (3.696, 2.387, 0.323)  0.38
C (3.273, -2.804, -4.527)  -0.82
O (2.684, -1.555, -4.152)  -0.34
C (2.573, -1.215, -2.858)  0.29
O (2.086, -0.148, -2.561)  -0.46
N (2.996, -2.125, -1.938)  0.08
N (2.920, -1.756, -0.588)  -0.53
H (3.233, -2.834, -5.611)  0.26
H (2.704, -3.643, -4.121)  0.32
H (4.317, -2.851, -4.214)  0.35
H (3.561, -2.914, -2.203)  0.22
H (3.839, -1.492, -0.253)  0.27
H (2.552, -2.534, -0.054)  0.14
N (-4.296, 1.734, -1.763)  0.04
C (-4.361, 2.256, -0.480)  0.50
C (-5.311, 3.034, 0.173)  -1.20
C (-5.035, 3.372, 1.482)  -0.47
C (-3.857, 2.947, 2.123)  -0.71
C (-2.923, 2.177, 1.463)  -0.40
C (-3.183, 1.836, 0.137)  0.21
N (-2.416, 1.087, -0.753)  0.30
C (-3.117, 1.055, -1.854)  0.27
C (-2.691, 0.356, -3.075)  -0.47
C (-3.456, 0.086, -4.169)  -0.53
S (-2.532, -0.767, -5.318)  -0.15
C (-1.187, -0.688, -4.278)  -0.30
N (-1.391, -0.090, -3.142)  0.23
H (-4.959, 1.875, -2.505)  0.22
H (-6.222, 3.359, -0.312)  0.42
H (-5.746, 3.975, 2.031)  0.41
H (-3.689, 3.227, 3.154)  0.44
H (-2.018, 1.839, 1.951)  0.46
H (-4.494, 0.315, -4.343)  0.38
H (-0.227, -1.098, -4.560)  0.41
Te (-0.241, -1.311, 2.129)  0.43
C (0.034, -2.383, 3.893)  -0.04
C (1.308, -2.460, 4.453)  -0.12
C (1.510, -3.197, 5.613)  -0.63
C (0.443, -3.852, 6.210)  -0.43
C (-0.827, -3.766, 5.657)  -0.55
C (-1.038, -3.030, 4.500)  -0.37
C (-0.053, -2.861, 0.716)  0.23
C (0.856, -3.902, 0.891)  -1.00
C (0.997, -4.867, -0.098)  -0.37
C (0.251, -4.787, -1.269)  -0.65
C (-0.651, -3.749, -1.440)  -0.54
C (-0.815, -2.791, -0.444)  -0.25
H (2.137, -1.942, 3.989)  0.35
H (2.499, -3.256, 6.048)  0.39
H (0.601, -4.428, 7.112)  0.39
H (-1.658, -4.273, 6.129)  0.38
H (-2.030, -2.964, 4.074)  0.40
H (1.437, -3.976, 1.803)  0.44
H (1.687, -5.688, 0.050)  0.40
H (0.360, -5.544, -2.034)  0.46
H (-1.251, -3.688, -2.340)  0.47
H (-1.540, -1.995, -0.579)  0.56

=====

Q.
Here is a molecular structure, C33H35N5O2RbSTe from the Open Molecules 2025 dataset. Energies are from wB97M-V/def2-TZVPD.

Calculated values
frontier orbital gap	8.28	eV
LUMO level	-2.0	eV
total charge	+1

Last column: Mulliken charge in e.
CARTESIAN COORDINATES (ANGSTROEM)
Rb (0.160, 0.032, 0.073)  1.23
C (-1.293, -1.453, 3.643)  -1.42
C (-0.073, -1.836, 2.856)  0.96
C (-0.113, -2.878, 1.936)  -0.75
C (1.000, -3.220, 1.173)  0.84
C (0.926, -4.354, 0.189)  -1.58
C (2.176, -2.500, 1.354)  -0.65
C (2.253, -1.452, 2.270)  0.67
C (3.526, -0.672, 2.444)  -1.45
C (1.119, -1.131, 3.009)  -0.65
H (-1.845, -0.659, 3.133)  0.14
H (-1.023, -1.085, 4.632)  0.41
H (-1.967, -2.300, 3.765)  0.41
H (-1.032, -3.443, 1.817)  0.41
H (0.226, -4.125, -0.619)  0.19
H (0.579, -5.268, 0.672)  0.48
H (1.896, -4.551, -0.264)  0.35
H (3.057, -2.771, 0.783)  0.35
H (3.690, -0.415, 3.491)  0.42
H (3.493, 0.263, 1.876)  0.17
H (4.388, -1.238, 2.094)  0.39
H (1.164, -0.317, 3.726)  0.37
C (-3.722, 4.290, 1.152)  -0.78
O (-3.342, 2.914, 1.132)  -0.33
C (-2.053, 2.555, 1.224)  0.27
O (-1.760, 1.380, 1.206)  -0.46
N (-1.133, 3.553, 1.303)  0.11
N (0.216, 3.189, 1.412)  -0.55
H (-4.801, 4.297, 1.032)  0.26
H (-3.264, 4.836, 0.325)  0.29
H (-3.474, 4.753, 2.109)  0.34
H (-1.401, 4.504, 1.492)  0.21
H (0.537, 3.327, 2.364)  0.27
H (0.760, 3.744, 0.762)  0.16
N (-0.605, -2.781, -3.974)  0.03
C (0.687, -3.245, -3.832)  0.58
C (1.382, -4.295, -4.421)  -1.20
C (2.695, -4.460, -4.032)  -0.49
C (3.301, -3.610, -3.095)  -0.70
C (2.606, -2.572, -2.511)  -0.53
C (1.273, -2.397, -2.883)  0.20
N (0.350, -1.458, -2.455)  0.32
C (-0.742, -1.716, -3.129)  0.30
C (-1.980, -0.954, -3.001)  -0.49
C (-3.070, -1.018, -3.824)  -0.54
S (-4.271, 0.066, -3.275)  -0.16
C (-3.253, 0.509, -1.978)  -0.42
N (-2.096, -0.075, -1.955)  0.36
H (-1.329, -3.181, -4.544)  0.22
H (0.925, -4.950, -5.151)  0.43
H (3.276, -5.263, -4.466)  0.41
H (4.337, -3.775, -2.833)  0.44
H (3.067, -1.906, -1.793)  0.46
H (-3.215, -1.609, -4.711)  0.40
H (-3.562, 1.216, -1.222)  0.40
Te (3.106, 1.628, -1.315)  0.36
C (4.835, 2.815, -1.388)  -0.05
C (5.354, 3.347, -0.209)  -0.11
C (6.509, 4.114, -0.239)  -0.64
C (7.145, 4.359, -1.447)  -0.42
C (6.631, 3.833, -2.623)  -0.58
C (5.479, 3.062, -2.596)  -0.29
C (1.551, 2.975, -1.735)  -0.06
C (1.631, 4.340, -1.481)  -0.66
C (0.522, 5.149, -1.697)  -0.49
C (-0.670, 4.599, -2.151)  -0.62
C (-0.744, 3.238, -2.410)  -0.69
C (0.368, 2.428, -2.220)  -0.56
H (4.857, 3.152, 0.733)  0.33
H (6.911, 4.520, 0.679)  0.39
H (8.044, 4.959, -1.473)  0.39
H (7.129, 4.020, -3.564)  0.38
H (5.085, 2.646, -3.514)  0.40
H (2.559, 4.775, -1.127)  0.47
H (0.594, 6.214, -1.518)  0.40
H (-1.527, 5.235, -2.326)  0.49
H (-1.659, 2.801, -2.791)  0.44
H (0.309, 1.374, -2.474)  1.03

=====

Stability, lowest: P

=====

P.
Here is a gas-phase ion, C19H27N2O2 (charge +1) from the Open Molecules 2025 dataset. Energies are from wB97M-V/def2-TZVPD.

Calculated values
frontier orbital gap	7.68	eV
LUMO level	-2.7	eV
total charge	+1
SMILES	CCOc1ccc2ccccc2c1C[NH2+]CCN1CCOCC1

Last column: Mulliken charge in e.
CARTESIAN COORDINATES (ANGSTROEM)
C (-4.095, 0.574, 1.864)  -0.78
C (-3.409, -0.306, 2.818)  -0.69
H (-3.217, 0.151, 3.696)  0.47
H (-3.932, -1.152, 2.979)  0.50
O (-2.105, -0.604, 2.184)  -0.49
C (-0.870, -0.100, 2.091)  1.15
C (0.318, -0.827, 1.562)  0.35
C (1.326, 0.046, 1.333)  1.67
C (2.499, -0.556, 0.716)  -0.48
C (3.680, 0.071, 0.755)  -0.63
C (3.720, 1.276, 1.013)  -0.73
C (2.688, 2.024, 1.616)  -0.93
C (1.530, 1.433, 2.006)  0.36
C (0.294, 1.799, 2.428)  -0.68
C (-0.876, 1.344, 2.531)  -2.21
H (-1.577, 1.623, 3.002)  1.41
H (0.529, 2.879, 3.007)  -0.02
H (2.855, 2.907, 2.191)  0.46
H (4.564, 1.891, 1.091)  0.50
H (4.581, -0.533, 0.209)  0.22
H (2.478, -1.558, 0.355)  0.26
C (0.066, -2.318, 0.923)  -1.47
N (-0.224, -2.315, -0.515)  0.01
H (0.181, -3.308, -0.837)  0.43
C (-1.702, -1.705, -1.121)  -0.26
H (-2.034, -1.150, -0.228)  0.23
H (-2.075, -2.663, -0.870)  0.62
C (-1.410, -1.272, -2.432)  -1.07
N (0.041, -0.485, -2.226)  -0.56
C (0.777, -0.463, -3.361)  -0.61
H (0.936, -1.431, -3.756)  0.61
H (0.212, 0.165, -4.301)  0.27
C (1.981, 0.375, -3.164)  -0.76
O (1.779, 1.807, -2.754)  -0.48
C (0.968, 1.800, -1.641)  -0.41
H (0.534, 2.709, -1.593)  0.65
C (-0.472, 1.126, -1.862)  -0.47
H (-0.861, 0.722, -0.867)  0.07
H (-1.010, 1.423, -2.660)  0.54
H (1.512, 1.257, -0.966)  0.17
H (2.678, 0.330, -3.918)  0.62
H (2.738, -0.278, -2.443)  0.09
H (0.494, -1.448, -0.976)  0.62
H (-2.026, -0.638, -2.587)  0.50
H (-1.077, -1.966, -3.197)  0.41
H (-0.973, -2.596, 1.656)  0.18
H (0.886, -2.740, 1.461)  0.54
H (-4.971, 0.995, 2.541)  0.34
H (-3.605, 1.587, 1.473)  0.25
H (-4.323, 0.098, 0.777)  0.22

=====

Q.
Here is a molecular structure, C19H27N2O2 from the Open Molecules 2025 dataset. Energies are from wB97M-V/def2-TZVPD.

Calculated values
frontier orbital gap	7.86	eV
LUMO level	-3.0	eV
total charge	+1

Last column: Mulliken charge in e.
CARTESIAN COORDINATES (ANGSTROEM)
C (2.321, -0.944, -3.094)  -1.24
C (1.519, -1.639, -2.171)  -0.46
H (0.743, -2.106, -2.706)  0.52
H (2.004, -2.353, -1.569)  0.33
O (0.786, -0.805, -1.497)  -0.57
C (-0.565, -0.981, -0.772)  -0.47
C (-1.510, 0.015, -0.634)  1.23
C (-2.682, -0.028, -0.259)  1.44
C (-3.669, 1.008, -0.109)  -1.24
C (-4.770, 0.716, 0.608)  -0.26
C (-5.169, -0.297, 1.179)  -1.32
C (-4.307, -1.418, 0.969)  -0.52
C (-2.939, -1.500, 0.317)  0.51
C (-1.995, -2.270, 0.368)  -0.71
C (-0.817, -2.167, -0.395)  0.18
H (-0.154, -2.981, -0.203)  0.40
H (-2.221, -3.488, 0.796)  0.07
H (-4.456, -2.539, 1.571)  0.11
H (-5.955, -0.546, 1.584)  0.75
H (-5.560, 1.607, 0.820)  0.13
H (-3.436, 1.955, -0.499)  0.50
C (-1.250, 1.522, -1.385)  -1.62
N (-0.941, 2.686, -0.602)  0.05
H (-1.266, 3.472, -0.963)  0.28
C (0.397, 2.873, -0.359)  -0.73
H (0.634, 3.768, 0.155)  0.45
H (1.183, 2.254, -0.862)  0.15
C (0.589, 1.976, 1.100)  -0.96
N (1.436, 0.667, 1.065)  0.96
C (2.955, 1.129, 1.037)  -0.52
H (3.085, 2.020, 0.130)  0.33
H (3.094, 1.602, 1.810)  0.82
C (3.888, 0.013, 0.782)  -1.07
O (3.645, -1.111, 1.749)  -0.43
C (2.318, -1.535, 1.776)  -1.14
H (2.329, -1.989, 2.623)  0.59
C (1.369, -0.331, 1.823)  -0.42
H (0.323, -0.709, 2.214)  0.34
H (1.494, 0.165, 2.988)  0.42
H (2.014, -1.852, 0.919)  0.40
H (4.978, 0.215, 0.991)  0.32
H (3.545, -0.401, 0.009)  0.72
H (1.233, 0.208, 0.050)  -0.50
H (-0.481, 1.251, 1.375)  0.23
H (0.767, 2.462, 1.923)  0.84
H (-1.835, 1.574, -2.192)  1.03
H (-0.176, 1.161, -2.151)  0.12
H (3.181, -0.518, -2.641)  0.32
H (2.766, -1.602, -3.912)  0.40
H (1.560, -0.206, -3.757)  0.20

=====

Stability, lowest: Q